A single C8H11NO molecule in a non-equilibrium geometry, computed with ωB97M-V/def2-TZVPD.

Positions of all 21 atoms, in Å:
H 1.89 -1.91 0.14
N 2.48 -1.10 0.31
C 1.95 -0.04 -0.17
O 2.55 1.11 0.12
C 0.66 0.11 -0.92
C -0.45 -0.95 -0.82
C -0.87 -1.32 0.62
C -1.64 0.01 0.75
C -0.72 1.22 0.98
C -0.34 1.22 -0.52
C -1.50 0.21 -0.79
H 3.53 0.85 0.19
H 0.92 0.26 -1.98
H -0.44 -1.75 -1.56
H -1.56 -2.17 0.60
H -0.09 -1.52 1.37
H -2.60 -0.01 1.28
H -1.31 2.12 1.22
H 0.09 1.12 1.72
H -0.23 2.19 -1.02
H -2.31 0.35 -1.51

Values from the calculation:
HOMO-LUMO gap   10.74 eV
Structure (SMILES)   [H]/N=C(/O)[C@H]1[C@H]2C[C@H]3C[C@@H]1[C@H]32
Max |F|   0.050 hartree/bohr
HOMO   -9.843 eV
Net charge   0
Relative energy (zero: lowest compared OMol25 entry of this formula, charge and spin)   249.1 kJ/mol

Atomic partial charges in e from the Löwdin method, atoms 1 to 4:
1 H 0.05
2 N 0.15
3 C -0.48
4 O 0.05